1.
C2H5N4O | ωB97M-V with the def2-TZVPD basis set

Geometry as XYZ:
```
12
Properties=species:S:1:pos:R:3:forces:R:3
C -0.822 1.466 -0.622 -1.1 -1.8 1.0
C -1.215 0.401 0.166 -1.5 -2.2 2.3
N -0.598 2.350 -1.272 0.9 3.1 -2.3
N -1.016 -0.887 -0.147 -2.0 1.7 3.5
N 1.042 0.514 0.662 1.7 0.0 0.9
N 1.547 -0.317 -0.149 -0.4 -2.4 3.5
O -0.126 -1.203 -0.884 1.0 -2.5 -3.5
H -1.903 0.466 1.042 0.5 0.6 -1.0
H 1.092 0.300 1.733 -0.1 -0.6 -2.5
H 1.709 -1.363 0.043 0.2 1.9 0.4
H -1.506 -1.585 0.524 1.0 0.8 -1.3
H 1.796 -0.141 -1.096 -0.2 1.4 -1.1
```
Forces are in eV/Å.

Energy above the lowest of the compared OMol25 structures with the same formula, charge and spin (kcal per mole): 149.9
Charge: +1
HOMO level (alpha / beta) (eV): -15.192 / -15.193


2.
C18H44BrN8O10P | ωB97M-V with the def2-TZVPD basis set

Geometry as XYZ:
```
82
Properties=species:S:1:pos:R:3:forces:R:3
C 3.072 0.674 2.904 -0.4 0.8 -0.5
C 2.594 1.655 2.105 0.3 -1.1 0.2
C 1.237 1.496 1.479 0.3 -0.3 -0.9
C 0.373 2.644 1.998 -0.1 0.1 0.1
O -0.878 2.764 1.363 0.1 0.0 0.1
C -1.723 1.664 1.554 -0.6 0.0 -0.5
O -2.147 1.504 2.884 0.4 0.2 0.1
C -1.533 0.459 3.600 -0.4 -0.4 0.8
C -1.921 -0.938 3.088 0.7 -0.2 -0.7
O -3.100 -0.873 2.313 0.1 0.1 0.2
O 1.204 1.539 0.054 -0.1 0.0 0.4
C 1.970 0.525 -0.575 0.5 0.2 -1.1
C 3.251 1.154 -1.164 0.2 0.0 0.4
C 4.566 0.561 -0.622 0.2 0.3 -1.1
C 5.202 -0.462 -1.564 0.3 -0.4 0.9
O 5.480 1.669 -0.493 0.0 -0.2 0.3
C 1.085 -0.178 -1.636 -0.5 -0.9 -0.4
N 1.871 -0.696 -2.752 0.3 0.4 0.0
C 0.254 -1.320 -0.965 0.4 0.3 0.1
C 1.080 -2.550 -0.599 -0.1 0.0 0.1
C 0.565 -3.267 0.641 0.3 -0.1 -0.6
Br 1.076 -3.877 -2.068 0.1 0.1 0.0
P -0.171 0.940 -2.392 -1.0 0.5 0.9
N -1.364 1.263 -1.456 0.4 -0.1 -0.2
O -0.687 0.117 -3.676 0.9 -0.1 -0.1
O 0.590 2.189 -3.029 0.2 -0.3 -0.3
H 3.644 0.868 3.802 1.0 -0.1 -0.6
H 2.839 -0.353 2.635 -0.8 0.0 0.9
H 3.170 2.545 1.869 -0.5 0.6 0.8
H 0.815 0.532 1.793 0.1 -0.1 0.1
H 0.215 2.549 3.075 0.2 -0.1 0.1
H 0.916 3.575 1.841 -0.1 0.1 -0.2
H -2.611 1.874 0.969 0.0 0.1 -0.1
H -1.305 0.753 1.122 0.2 -0.1 0.2
H -0.445 0.542 3.660 0.1 0.0 -0.2
H -1.885 0.563 4.629 -0.1 0.1 0.0
H -1.998 -1.648 3.912 -0.2 0.1 0.2
H -1.102 -1.313 2.456 -0.1 0.0 -0.1
H -3.593 -1.685 2.460 -0.3 0.0 0.2
H 2.285 -0.243 0.141 -0.2 0.0 0.2
H 3.264 2.205 -0.880 -0.1 0.0 0.1
H 3.250 1.134 -2.252 0.0 -0.1 -0.1
H 4.419 0.074 0.343 -0.2 0.3 0.2
H 5.775 -1.170 -0.958 0.1 0.0 -0.1
H 4.493 -1.049 -2.130 0.0 0.1 -0.2
H 5.922 0.000 -2.233 -0.3 0.2 -0.2
H 5.841 1.662 0.394 0.1 0.0 0.1
H 1.293 -1.223 -3.389 -0.1 0.0 0.0
H 2.648 -1.274 -2.463 0.0 -0.1 0.0
H -0.206 -0.929 -0.055 -0.2 0.0 0.0
H -0.538 -1.633 -1.643 -0.2 0.0 0.2
H 2.132 -2.304 -0.471 0.1 0.0 -0.1
H 0.557 -2.575 1.482 0.0 0.0 0.1
H -0.430 -3.661 0.446 -0.2 0.1 0.2
H 1.220 -4.113 0.842 0.0 0.0 0.3
H -1.467 2.259 -1.312 -0.2 0.0 0.2
H -1.364 -0.480 -3.336 -0.4 0.1 -0.2
H 0.837 2.783 -2.308 0.1 0.1 0.0
C -6.215 1.914 -0.736 0.1 0.0 0.0
O -6.901 0.911 -0.817 0.0 0.0 0.0
N -5.216 2.051 0.187 -0.1 -0.1 0.2
N -6.391 2.990 -1.567 -0.1 0.0 0.0
H -4.643 2.868 0.269 0.0 0.0 -0.1
H -5.057 1.279 0.810 0.1 0.0 0.0
H -7.114 2.921 -2.256 0.0 0.0 0.0
H -5.837 3.823 -1.520 0.0 0.0 0.0
C 4.541 -2.576 -5.177 -0.1 0.0 -0.1
O 4.813 -1.933 -4.178 0.0 -0.1 -0.1
N 5.458 -2.815 -6.163 0.0 0.0 0.0
N 3.301 -3.111 -5.391 0.0 0.0 0.0
H 5.258 -3.339 -6.992 0.0 0.0 0.0
H 6.377 -2.434 -6.035 0.0 0.0 0.0
H 2.607 -2.958 -4.683 0.0 0.0 0.0
H 3.058 -3.642 -6.204 0.0 0.0 0.0
C -5.783 -0.782 4.392 0.0 0.1 -0.1
O -5.097 -1.796 4.414 0.0 0.0 0.0
N -5.256 0.445 4.121 0.1 0.0 0.2
N -7.127 -0.809 4.634 0.0 -0.1 0.1
H -5.791 1.291 4.087 -0.1 0.0 0.0
H -4.270 0.479 3.927 0.0 0.1 -0.2
H -7.539 -1.701 4.832 0.0 0.0 0.0
H -7.710 0.005 4.617 0.0 0.0 0.0
```
Forces are in eV/Å.

Structure (SMILES): C=C[C@@H](COCOCCO)O[C@H](C[C@@H](C)O)[C@@](N)(C[C@@H](C)Br)P(=N)(O)O.NC(N)=O.NC(N)=O.NC(N)=O
Charge: 0
HOMO level (eV): -8.494


3.
C10H17O3P | ωB97M-V with the def2-TZVPD basis set

Geometry as XYZ:
```
31
Properties=species:S:1:pos:R:3:forces:R:3
C -0.179 3.226 -0.708 1.3 -1.3 0.1
C 0.134 2.158 -0.223 -1.4 0.4 0.4
C 1.951 -0.560 -0.228 -1.3 -1.0 -0.5
C -1.830 -0.006 -1.593 0.0 2.9 -1.0
C -2.004 -1.463 0.413 1.3 -0.5 -0.7
C -2.620 0.801 0.712 -0.2 2.6 1.2
C 3.164 1.397 -0.709 1.5 1.7 -0.6
C 2.084 -1.621 0.830 1.8 1.7 1.8
C 1.211 -2.759 0.820 1.3 0.5 -1.3
C -1.684 -0.093 -0.091 -1.6 2.2 0.5
O 0.616 -0.447 -0.654 1.7 -1.0 0.1
O 0.287 0.288 1.902 -0.7 0.8 -1.7
O 2.221 0.716 0.120 3.1 1.1 0.4
P -0.032 0.524 0.453 -2.1 -0.7 0.4
H -0.040 4.049 -1.349 -0.4 0.8 -0.1
H -1.747 1.085 -1.989 -0.2 -1.4 1.0
H -0.939 -0.444 -2.048 -1.0 -0.8 -0.4
H -2.863 -0.268 -1.896 0.8 -0.6 -0.1
H -2.967 -1.648 0.771 -1.9 0.4 0.3
H -1.397 -1.679 1.233 1.1 -0.6 1.5
H -1.827 -2.187 -0.340 0.4 -0.9 -0.7
H -2.549 1.935 0.472 -0.3 -1.9 -0.1
H -3.704 0.497 0.778 1.2 0.2 -0.2
H -2.124 0.784 1.726 -1.3 -0.1 -0.4
H 3.082 2.561 -0.664 -0.3 -2.2 0.5
H 3.044 1.140 -1.767 -0.3 -0.1 0.2
H 4.232 1.120 -0.467 -1.2 0.2 0.2
H 3.178 -1.788 1.009 -1.0 -0.1 0.1
H 1.579 -1.088 1.731 1.6 -0.1 -0.7
H 0.235 -2.509 0.765 -2.9 0.2 -0.2
H 1.488 -3.720 0.993 0.9 -2.5 0.5
```
Forces are in eV/Å.

Expectation value of S²: 2.006
Spin multiplicity: 3
Charge: 0
HOMO level (alpha / beta) (eV): -7.261 / -10.220


4.
C8H8ClN2O2 | ωB97M-V with the def2-TZVPD basis set

Geometry as XYZ:
```
21
Properties=species:S:1:pos:R:3:forces:R:3
C -0.880 -0.639 3.025 -0.2 0.1 -0.2
C -0.297 0.279 2.123 -1.1 -1.8 1.2
C -1.283 -1.941 2.551 0.7 1.6 0.2
C -0.145 -0.090 0.733 -0.6 -0.6 2.9
C -0.453 -1.425 0.433 -1.3 -1.1 0.1
C -1.398 0.856 -2.050 0.4 0.5 -1.2
C -0.095 0.783 -1.844 1.5 -0.3 4.0
C 2.245 0.724 -2.161 1.7 -1.2 1.1
N -1.052 -2.270 1.241 0.2 0.1 1.0
N 0.396 0.778 -0.024 0.6 1.5 -5.9
O 0.913 1.890 0.433 -0.1 0.7 -0.2
O 0.962 0.673 -2.660 -2.4 -0.2 -1.2
Cl -0.158 -1.940 -1.255 0.0 -0.7 0.8
H -1.078 -0.306 4.122 0.4 -0.8 -2.0
H -0.013 1.265 2.445 0.1 0.1 -0.2
H -1.715 -2.636 3.311 0.3 0.2 -1.3
H -1.753 0.957 -3.112 0.0 -0.2 1.3
H -2.025 0.801 -1.158 0.0 0.2 -0.6
H 2.113 1.039 -1.136 1.0 -0.1 0.4
H 2.824 1.421 -2.711 0.3 1.2 -0.6
H 2.894 -0.219 -2.306 -1.6 0.7 0.5
```
Forces are in eV/Å.

Energy above the lowest of the compared OMol25 structures with the same formula, charge and spin (kcal per mole): 114.5
Charge: -1
HOMO level (eV): -2.345


5.
C7H10N2O4 | ωB97M-V with the def2-TZVPD basis set

Geometry as XYZ:
```
23
Properties=species:S:1:pos:R:3:forces:R:3
C 2.222 0.250 1.658 2.2 0.4 1.5
C 1.207 -0.518 1.101 -1.5 0.6 -1.9
C 2.253 1.470 1.024 0.2 -1.3 -0.3
C 0.625 0.273 0.129 1.1 0.8 -0.2
C 0.038 -2.065 -1.532 1.3 -0.3 1.7
C -2.052 0.580 0.195 -0.5 0.4 -3.5
C -0.526 0.123 -0.798 -1.5 4.5 0.9
N -0.429 1.056 -1.964 -2.3 -0.5 0.5
N -1.752 0.117 1.472 1.8 0.6 3.5
O -1.917 -1.028 1.885 -0.5 0.4 -1.2
O -1.081 0.934 2.148 -1.0 -0.6 -0.6
O 1.284 1.525 0.032 0.3 -1.9 1.7
O -0.940 -1.064 -1.142 -0.2 -3.6 -1.2
H 2.944 -0.163 2.448 -1.2 1.1 -1.4
H 0.939 -1.544 1.277 -0.1 0.0 0.3
H 3.071 2.191 1.055 -0.8 0.2 -0.1
H -0.277 -3.084 -1.071 0.6 1.9 -0.6
H 1.047 -1.661 -1.087 -1.7 -1.4 -1.1
H 0.122 -2.204 -2.615 -0.2 0.4 0.2
H -2.910 0.076 -0.312 1.0 -0.2 0.6
H -2.315 1.662 0.160 1.0 -0.7 0.5
H -1.445 1.067 -2.388 2.8 0.3 1.0
H -0.108 2.007 -1.673 -0.7 -1.1 -0.3
```
Forces are in eV/Å.

Energy above the lowest of the compared OMol25 structures with the same formula, charge and spin (kcal per mole): 133.0
Structure (SMILES): CO[C@@](N)(C[N+](=O)[O-])c1ccco1
Charge: 0
HOMO level (eV): -8.783


6.
C28H40BBr2F9IN3O7 | ωB97M-V with the def2-TZVPD basis set

Geometry as XYZ:
```
91
Properties=species:S:1:pos:R:3:forces:R:3
C -3.241 -5.035 -0.044 -0.3 0.7 0.7
C -4.678 -4.887 0.514 0.1 -0.8 -0.1
C -4.726 -4.661 2.041 0.6 1.0 -0.5
C -3.999 -3.349 2.424 -0.8 0.4 -0.4
C -4.733 -2.067 1.926 0.9 0.1 0.2
C -3.723 -0.878 1.964 -0.3 0.1 -0.6
C -3.534 -0.147 0.611 -0.8 -0.4 0.2
C -3.200 -1.071 -0.584 0.3 0.8 -0.2
C -1.713 -1.053 -1.024 -1.0 -0.1 -0.4
C -1.382 0.353 -1.583 0.9 -0.8 -0.1
C 0.096 0.817 -1.404 -2.0 1.1 -0.7
N 0.968 0.109 -0.439 0.9 0.6 -0.7
C 0.934 0.692 0.934 -0.4 -0.4 1.0
C 0.113 -0.196 1.905 -0.3 0.1 -0.9
C 0.242 0.301 3.349 0.2 0.1 -0.3
F 0.918 1.492 3.276 0.1 0.1 0.4
Br -1.450 0.709 4.195 0.1 -0.2 -0.2
C 1.094 -0.607 4.301 -0.9 0.9 0.6
F 0.857 -0.241 5.553 0.0 0.0 0.6
F 2.381 -0.348 4.099 0.6 -0.5 -0.6
Br 0.656 -2.492 4.206 0.2 0.0 -0.3
C 2.211 0.227 -1.037 -0.2 1.7 -0.8
N 3.300 -0.411 -0.818 0.0 -0.9 1.4
C 3.413 -1.468 0.202 0.2 -0.1 0.3
C 3.927 -0.997 1.585 0.6 -0.7 -0.8
C 5.402 -1.339 1.820 -1.5 0.4 1.7
F 5.572 -1.369 3.148 0.2 0.0 0.7
F 5.721 -2.550 1.398 0.5 -0.5 -1.0
F 6.230 -0.419 1.372 0.7 0.2 -1.1
N 2.242 1.188 -2.088 0.4 -0.6 -0.6
C 2.524 2.573 -1.682 -0.1 0.0 0.7
C 3.584 3.208 -2.600 0.6 -1.8 3.4
O 3.298 3.743 -3.566 -1.0 2.0 -3.8
I 5.647 3.085 -1.992 -0.1 -0.3 0.2
C 0.923 0.918 -2.691 0.4 -0.2 0.8
F 1.110 -0.388 -3.167 -0.5 0.0 -0.1
C 0.460 1.813 -3.831 0.0 -0.9 -0.5
C 1.081 1.292 -5.149 0.0 0.4 -0.4
C 0.842 2.273 -6.323 -0.1 -0.3 -0.5
C 0.907 1.483 -7.627 -1.2 1.5 0.1
O 1.733 0.683 -7.816 2.3 -2.4 -0.1
O -0.003 1.748 -8.619 -1.0 0.7 0.8
H -2.772 -4.052 -0.187 0.0 -0.2 -0.1
H -3.215 -5.578 -0.992 0.1 0.0 0.2
H -2.644 -5.533 0.734 0.0 -0.2 -0.5
H -5.255 -4.118 -0.015 0.2 -0.1 0.0
H -5.184 -5.842 0.299 -0.1 0.3 0.1
H -4.196 -5.492 2.524 -0.5 0.0 0.1
H -5.773 -4.563 2.351 0.2 -0.4 0.2
H -3.883 -3.215 3.508 0.1 -0.4 -0.2
H -2.993 -3.343 1.981 -0.1 -0.1 0.2
H -5.580 -1.815 2.575 0.1 -0.3 -0.1
H -5.140 -2.208 0.917 0.1 0.0 0.2
H -4.096 -0.144 2.687 0.4 -0.1 0.0
H -2.737 -1.246 2.282 -0.3 0.1 0.2
H -4.489 0.349 0.381 0.2 0.0 0.1
H -2.809 0.672 0.739 -0.1 -0.2 -0.1
H -3.581 -2.086 -0.429 0.3 0.1 0.1
H -3.762 -0.686 -1.451 0.1 -0.2 0.1
H -1.027 -1.408 -0.250 -0.2 0.2 0.0
H -1.649 -1.764 -1.860 0.3 0.1 0.3
H -2.029 1.148 -1.202 0.0 -0.3 0.2
H -1.578 0.309 -2.662 0.0 0.1 0.2
H -0.020 1.875 -1.103 0.4 -0.3 0.2
H 1.951 0.842 1.302 -0.1 -0.1 -0.1
H 0.455 1.679 0.912 0.3 -0.1 -0.3
H 0.393 -1.243 1.740 0.0 0.2 0.4
H -0.934 -0.106 1.593 0.2 -0.2 0.2
H 4.122 -0.184 -1.372 -0.3 0.2 -0.1
H 4.068 -2.238 -0.221 -0.1 0.2 0.1
H 2.441 -1.952 0.344 0.0 0.4 -0.3
H 3.388 -1.578 2.335 0.0 0.3 0.0
H 3.842 0.078 1.758 -0.3 -0.2 0.1
H 2.821 2.635 -0.626 0.1 0.0 -0.3
H 1.602 3.160 -1.780 0.3 0.1 0.0
H 0.657 2.877 -3.668 0.1 -0.2 0.1
H -0.624 1.678 -3.943 0.1 0.3 0.3
H 0.632 0.340 -5.450 0.0 0.1 0.4
H 2.147 1.075 -5.025 -0.1 0.2 -0.1
H -0.136 2.763 -6.272 0.3 0.2 0.2
H 1.668 2.993 -6.381 -0.4 0.2 0.1
H -0.472 0.935 -8.853 0.4 0.0 -0.3
B 1.154 4.649 5.117 -0.4 0.0 1.3
O 2.590 4.619 4.719 -0.2 0.1 -0.8
C 2.656 4.697 3.403 1.3 -0.1 0.8
O 3.673 4.693 2.755 -0.2 -0.1 -0.2
C 1.252 4.781 2.843 -1.4 0.1 -0.1
O 0.961 4.854 1.672 0.2 -0.3 -0.2
O 0.391 4.753 3.839 0.6 0.0 -0.6
F 0.896 5.747 5.932 0.1 -0.3 -0.3
F 0.814 3.458 5.759 0.0 0.1 -0.1
```
Forces are in eV/Å.

Charge: 0
HOMO level (eV): -8.892